Density functional theory data (ωB97M-V with the def2-TZVPD basis set) for a cluster of 20 separate species, C42H72F5N11O45 in total at a distorted geometry.

Each atom is followed by the atoms it is bonded to, with distances in Å.
Positions of all 175 atoms, in Å:
1 O -2.0466 4.6253 0.5287  C2 1.210
2 C -3.1607 5.0958 0.4869  O1 1.210, O3 1.320, C6 1.558
3 O -3.8927 5.1328 -0.6109  C2 1.320, C4 1.446
4 C -5.1795 5.7547 -0.3929  O3 1.446, C5 1.544, H7 1.083, H8 1.110
5 C -5.3893 5.7799 1.1366  C4 1.544, C6 1.474, H9 1.097, H10 1.114
6 C -4.0242 5.6251 1.6708  C2 1.558, C5 1.474, H11 1.047, H12 1.094
7 H -5.9061 5.1204 -0.8860  C4 1.083
8 H -5.1790 6.7804 -0.8164  C4 1.110
9 H -5.9683 4.9096 1.4705  C5 1.097
10 H -5.9716 6.6601 1.4930  C5 1.114
11 H -4.0381 4.8906 2.4164  C6 1.047
12 H -3.5833 6.5377 2.0829  C6 1.094
13 O 0.7295 1.4658 -5.5133  C14 1.191
14 C 1.7731 1.6956 -4.9879  O13 1.191, O15 1.351, C18 1.547
15 O 2.7488 0.7748 -4.8253  C14 1.351, C16 1.459
16 C 3.9024 1.3115 -4.1105  O15 1.459, C17 1.532, H19 1.094, H20 1.065
17 C 3.8367 2.8389 -4.2083  C16 1.532, C18 1.569, H21 1.070, H22 1.132
18 C 2.3662 3.0936 -4.6920  C14 1.547, C17 1.569, H23 1.086, H24 1.088
19 H 4.7865 0.8783 -4.5879  C16 1.094
20 H 3.8666 0.9385 -3.1141  C16 1.065
21 H 4.4855 3.2876 -4.9316  C17 1.070
22 H 4.0266 3.3478 -3.2151  C17 1.132
23 H 2.2989 3.4655 -5.7105  C18 1.086
24 H 1.7228 3.6424 -4.0068  C18 1.088
25 O -1.7802 -5.8662 -1.9840  C26 1.185
26 C -1.1978 -6.2022 -2.9596  O25 1.185, O27 1.338, C30 1.529
27 O -0.7050 -7.4302 -3.1608  C26 1.338, C28 1.483
28 C 0.1437 -7.6019 -4.3647  O27 1.483, C29 1.568, H31 1.127, H32 1.093
29 C 0.1584 -6.1743 -5.0142  C28 1.568, C30 1.537, H33 1.122, H34 1.059
30 C -0.6974 -5.2976 -4.0856  C26 1.529, C29 1.537, H35 1.107, H36 1.092
31 H -0.2735 -8.4196 -5.0180  C28 1.127
32 H 1.1389 -7.8721 -4.0016  C28 1.093
33 H -0.2602 -6.1036 -6.0528  C29 1.122
34 H 1.1879 -5.9244 -5.0166  C29 1.059
35 H -1.4994 -4.7986 -4.6639  C30 1.107
36 H -0.1492 -4.4734 -3.6246  C30 1.092
37 O -3.9384 2.7458 3.8324  C38 1.218
38 C -4.7183 2.1532 4.5566  O37 1.218, O39 1.355, C42 1.533
39 O -5.6160 1.2697 4.0570  C38 1.355, C40 1.479
40 C -6.3211 0.5846 5.1624  O39 1.479, C41 1.521, H43 1.070, H44 1.102
41 C -5.6315 0.9871 6.4569  C40 1.521, C42 1.554, H45 1.152, H46 1.066
42 C -4.8746 2.2892 6.0754  C38 1.533, C41 1.554, H47 1.133, H48 1.116
43 H -6.1679 -0.4631 5.0060  C40 1.070
44 H -7.3712 0.9133 5.0976  C40 1.102
45 H -4.8283 0.2047 6.7231  C41 1.152
46 H -6.3284 1.0845 7.2580  C41 1.066
47 H -3.8910 2.4445 6.6164  C42 1.133
48 H -5.4634 3.2338 6.1560  C42 1.116
49 C -2.4001 -0.6126 -4.2732  N50 1.525, H53 1.115, H54 1.091, H55 1.096
50 N -1.8979 -1.4530 -5.4430  C49 1.525, O51 1.220, O52 1.194
51 O -0.8252 -1.9960 -5.2373  N50 1.220
52 O -2.5875 -1.5305 -6.4141  N50 1.194
53 H -1.5197 -0.0027 -3.9614  C49 1.115
54 H -2.6163 -1.3013 -3.4553  C49 1.091
55 H -3.2105 0.0746 -4.5410  C49 1.096
56 C 5.5216 1.9690 4.4933  N57 1.500, H60 1.080, H61 1.115, H62 1.090
57 N 4.2951 2.3903 3.7393  C56 1.500, O58 1.204, O59 1.207
58 O 3.9856 1.7124 2.7932  N57 1.204
59 O 3.6919 3.3308 4.1971  N57 1.207
60 H 6.2144 1.4648 3.8350  C56 1.080
61 H 5.2177 1.2126 5.2538  C56 1.115
62 H 5.8342 2.8567 5.0433  C56 1.090
63 C -2.7876 1.5158 -0.4437  N64 1.490, H67 1.048, H68 1.101, H69 1.097
64 N -3.5758 0.2519 -0.4883  C63 1.490, O65 1.237, O66 1.198
65 O -3.5405 -0.5473 0.4548  N64 1.237
66 O -4.2481 0.0880 -1.4665  N64 1.198
67 H -1.9543 1.3733 -1.0623  C63 1.048
68 H -2.4816 1.6925 0.5995  C63 1.101
69 H -3.4241 2.3137 -0.8466  C63 1.097
70 C -3.5688 -3.5149 -1.4026  N71 1.477, H74 1.081, H75 1.086, H76 1.108
71 N -2.2098 -3.1337 -0.9667  C70 1.477, O72 1.212, O73 1.234
72 O -1.7574 -3.5563 0.0753  N71 1.212
73 O -1.5057 -2.5181 -1.7723  N71 1.234
74 H -4.2005 -2.6406 -1.3272  C70 1.081
75 H -3.8182 -4.3625 -0.7706  C70 1.086
76 H -3.4543 -3.8576 -2.4499  C70 1.108
77 C -1.3005 -7.0358 0.8468  N78 1.528, H81 1.109, H82 1.060, H83 1.091
78 N -0.1887 -6.0204 1.1068  C77 1.528, O79 1.179, O80 1.216
79 O -0.2455 -5.3631 2.0839  N78 1.179
80 O 0.6994 -5.9843 0.2763  N78 1.216
81 H -2.0689 -6.6403 1.5413  C77 1.109
82 H -0.8906 -7.9473 1.1995  C77 1.060
83 H -1.6363 -7.0258 -0.1909  C77 1.091
84 C 0.2493 2.8128 2.7242  N85 1.468, H88 1.078, H89 1.119, H90 1.058
85 N -0.7566 1.9629 3.3731  C84 1.468, O86 1.203, O87 1.208
86 O -0.8351 2.0621 4.5690  N85 1.203
87 O -1.4151 1.1440 2.7777  N85 1.208
88 H -0.0729 2.9741 1.7081  C84 1.078
89 H 1.2213 2.2611 2.6812  C84 1.119
90 H 0.4676 3.6938 3.2675  C84 1.058
91 C 3.5772 3.9374 0.2931  N92 1.493, H95 1.098, H96 1.141, H97 1.055
92 N 3.1150 4.3043 -1.0785  C91 1.493, O93 1.202, O94 1.210
93 O 2.1638 3.7158 -1.5195  N92 1.202
94 O 3.8406 5.0550 -1.6895  N92 1.210
95 H 2.8187 3.3493 0.8273  C91 1.098
96 H 3.7147 4.9791 0.7391  C91 1.141
97 H 4.5106 3.4631 0.1632  C91 1.055
98 C 2.5032 -6.1781 -2.2022  N99 1.526, H102 1.073, H103 1.108, H104 1.102
99 N 3.1069 -5.2307 -1.1694  C98 1.526, O100 1.207, O101 1.221
100 O 2.9374 -4.0442 -1.3135  N99 1.207
101 O 3.7036 -5.7275 -0.2268  N99 1.221
102 H 1.7785 -5.5932 -2.7345  C98 1.073
103 H 2.1513 -7.0698 -1.6473  C98 1.108
104 H 3.4017 -6.4240 -2.7902  C98 1.102
105 C 1.1065 0.5209 7.0791  N106 1.511, H109 1.064, H110 1.089, H111 1.078
106 N 2.4533 -0.1631 7.0307  C105 1.511, O107 1.205, O108 1.189
107 O 3.3913 0.4010 6.5260  N106 1.205
108 O 2.4862 -1.1649 7.6703  N106 1.189
109 H 1.3063 1.4487 7.5601  C105 1.064
110 H 0.4756 -0.2074 7.5861  C105 1.089
111 H 0.8252 0.6731 6.0497  C105 1.078
112 C 5.2805 -3.4615 2.1266  N113 1.447, H116 1.081, H117 1.115, H118 1.071
113 N 4.8623 -2.4164 1.2178  C112 1.447, O114 1.218, O115 1.222
114 O 3.8420 -1.7947 1.4554  N113 1.218
115 O 5.5615 -2.2166 0.2350  N113 1.222
116 H 4.8704 -4.3771 1.7241  C112 1.081
117 H 4.8059 -3.2066 3.1025  C112 1.115
118 H 6.3507 -3.4311 2.0871  C112 1.071
119 C -1.8697 3.3563 -4.8731  N120 1.487, H123 1.056, H124 1.061, H125 1.062
120 N -1.3626 4.7288 -4.6105  C119 1.487, O121 1.240, O122 1.180
121 O -2.1669 5.6493 -4.8187  N120 1.240
122 O -0.3138 4.8132 -4.0756  N120 1.180
123 H -1.5686 2.5990 -4.2020  C119 1.056
124 H -1.6151 3.0940 -5.8696  C119 1.061
125 H -2.9159 3.4863 -4.7431  C119 1.062
126 C -2.3743 -1.8800 3.1765  C127 1.486, O131 1.414, H133 1.112, H134 1.097
127 C -3.5656 -1.1108 3.6200  C126 1.486, O128 1.402, F132 1.373, H135 1.094
128 O -3.2377 -0.5693 4.8709  C127 1.402, C129 1.392
129 C -2.0243 -1.1210 5.2723  O128 1.392, O130 1.167, O131 1.387
130 O -1.4083 -0.7788 6.2026  C129 1.167
131 O -1.6399 -2.0973 4.3647  C126 1.414, C129 1.387
132 F -4.6195 -1.9547 3.8711  C127 1.373
133 H -1.8753 -1.3240 2.3530  C126 1.112
134 H -2.7335 -2.8700 2.8679  C126 1.097
135 H -3.9959 -0.3471 2.9652  C127 1.094
136 C 2.0509 -2.4994 -5.0584  C137 1.534, O141 1.433, H143 1.114, H144 1.076
137 C 3.5192 -2.1036 -5.2561  C136 1.534, O138 1.420, F142 1.358, H145 1.043
138 O 4.1236 -3.3337 -5.6257  C137 1.420, C139 1.373
139 C 3.3219 -4.3507 -5.1691  O138 1.373, O140 1.204, O141 1.310
140 O 3.5636 -5.5161 -5.3491  C139 1.204
141 O 2.1655 -3.8949 -4.7554  C136 1.433, C139 1.310
142 F 4.1567 -1.5525 -4.1917  C137 1.358
143 H 1.2371 -2.3498 -5.8045  C136 1.114
144 H 1.7376 -2.0067 -4.1551  C136 1.076
145 H 3.7162 -1.4884 -6.0753  C137 1.043
146 C 0.8502 -2.7455 2.4818  C147 1.589, O151 1.395, H153 1.120, H154 1.074
147 C 1.3330 -3.1533 3.9393  C146 1.589, O148 1.445, F152 1.378, H155 1.077
148 O 1.3839 -1.8630 4.5875  C147 1.445, C149 1.338
149 C 1.3790 -0.8959 3.6633  O148 1.338, O150 1.195, O151 1.294
150 O 1.6654 0.2391 3.9043  C149 1.195
151 O 1.2158 -1.3991 2.4819  C146 1.395, C149 1.294
152 F 2.5533 -3.7838 3.8339  C147 1.378
153 H -0.2417 -2.9452 2.3307  C146 1.120
154 H 1.4304 -3.3684 1.8273  C146 1.074
155 H 0.6377 -3.8105 4.4329  C147 1.077
156 C -0.0367 6.6002 -1.4460  C157 1.547, O161 1.474, H163 1.086, H164 1.079
157 C -0.6969 7.9185 -0.9773  C156 1.547, O158 1.396, F162 1.370, H165 1.088
158 O 0.3080 8.5403 -0.2341  C157 1.396, C159 1.357
159 C 1.3774 7.7390 -0.0009  O158 1.357, O160 1.172, O161 1.312
160 O 2.3279 8.0303 0.6207  C159 1.172
161 O 1.2043 6.6128 -0.6507  C156 1.474, C159 1.312
162 F -1.7743 7.6887 -0.1622  C157 1.370
163 H 0.2082 6.7024 -2.4995  C156 1.086
164 H -0.5498 5.6708 -1.2546  C156 1.079
165 H -1.0027 8.5098 -1.8378  C157 1.088
166 C 2.6547 -0.9762 -1.2590  C167 1.496, O171 1.457, H173 1.089, H174 1.121
167 C 2.6165 0.1852 -0.3166  C166 1.496, O168 1.401, F172 1.398, H175 1.106
168 O 1.3891 0.8179 -0.5555  C167 1.401, C169 1.366
169 C 0.9263 0.4252 -1.7794  O168 1.366, O170 1.216, O171 1.350
170 O -0.0246 0.9178 -2.3546  C169 1.216
171 O 1.6585 -0.6044 -2.2545  C166 1.457, C169 1.350
172 F 3.6587 1.0565 -0.6479  C167 1.398
173 H 2.4317 -1.9540 -0.8352  C166 1.089
174 H 3.6831 -0.9633 -1.7041  C166 1.121
175 H 2.6627 0.0398 0.7786  C167 1.106

The orbital gap comes out at 10.06 eV. The calculation puts the molar mass at 1546.1 g/mol. The total energy is -6130.14207 hartree. As for the spin multiplicity: 1. For the strongest force on any atom, the calculation gives 3.516 eV/Å. The HOMO energy comes out at -10.075 eV.